{"formula": "C18H65N4O13", "method": "ωB97M-V with the def2-TZVPD basis set", "gap_ev": 7.5888, "homo_energy_ev": -11.29, "total_charge": 1, "energy_ev": -52282.48825, "elements": ["C", "N", "C", "C", "C", "N", "C", "N", "N", "H", "H", "H", "H", "H", "H", "H", "H", "H", "H", "H", "H", "H", "C", "O", "H", "H", "H", "H", "C", "O", "H", "H", "H", "H", "C", "O", "H", "H", "H", "H", "C", "O", "H", "H", "H", "H", "C", "O", "H", "H", "H", "H", "C", "O", "H", "H", "H", "H", "C", "O", "H", "H", "H", "H", "C", "O", "H", "H", "H", "H", "C", "O", "H", "H", "H", "H", "C", "O", "H", "H", "H", "H", "C", "O", "H", "H", "H", "H", "C", "O", "H", "H", "H", "H", "C", "O", "H", "H", "H", "H"], "coordinates": [[2.637085, 0.423556, 1.187358], [2.378014, -1.065549, 1.054975], [3.384889, -1.754729, 0.157494], [3.433929, -1.199586, -1.384390], [4.741819, -0.215552, -1.599201], [4.221359, 0.787867, -2.622650], [2.722465, 0.873745, -2.267097], [1.991563, 2.055017, -2.178100], [2.213726, -0.558967, -2.007522], [1.989712, 1.066659, 0.442050], [2.304220, 0.742979, 2.286498], [3.759827, 0.738256, 1.088141], [2.522730, -1.450789, 2.036558], [4.502128, -1.693915, 0.573408], [3.095141, -2.902328, 0.092825], [3.602987, -2.152492, -2.052847], [5.093170, 0.241772, -0.563852], [5.576691, -0.848133, -2.165766], [4.521186, 1.723989, -2.215272], [0.938311, 2.079049, -2.140479], [2.559900, 2.946960, -2.128841], [2.023252, -0.829462, -3.017597], [-2.270842, 1.117557, -1.573669], [-1.657509, 2.392171, -1.631239], [-2.283193, 0.683561, -2.576265], [-1.701147, 0.467768, -0.904811], [-3.296606, 1.221721, -1.211444], [-1.661040, 2.752096, -0.727973], [-4.365161, -1.811935, -2.121056], [-4.969007, -1.373278, -0.918108], [-3.325333, -2.079974, -1.919516], [-4.898099, -2.687778, -2.499246], [-4.395074, -1.006975, -2.859563], [-5.889957, -1.142669, -1.128153], [4.538790, 2.204480, 3.515046], [3.955085, 3.157563, 2.646107], [3.755555, 1.545745, 3.897560], [5.274393, 1.611582, 2.965949], [5.019905, 2.718477, 4.350860], [4.673599, 3.727334, 2.322771], [-3.571696, -5.716948, -2.897805], [-4.861121, -5.201990, -3.174093], [-2.860264, -5.295559, -3.611948], [-3.275878, -5.436803, -1.883822], [-3.583730, -6.805115, -2.997782], [-5.470266, -5.593344, -2.525067], [-6.192935, 0.450755, -4.935408], [-4.893987, 0.291829, -4.395401], [-6.920036, 0.443955, -4.119945], [-6.253696, 1.403692, -5.466793], [-6.407812, -0.374229, -5.619132], [-4.270966, 0.301766, -5.141857], [4.951228, 3.516664, 7.685419], [4.618310, 2.323363, 7.000341], [4.986626, 4.340097, 6.968194], [4.191478, 3.727822, 8.441953], [5.930308, 3.405642, 8.157992], [4.594405, 1.611172, 7.661900], [7.795454, 2.863444, 4.864013], [7.211749, 3.816525, 3.995074], [7.012219, 2.204709, 5.246527], [8.531058, 2.270545, 4.314915], [8.276569, 3.377440, 5.699827], [7.930263, 4.386297, 3.671737], [-1.158151, -3.638958, 0.204442], [-1.491069, -4.832259, -0.480636], [-1.122753, -2.815526, -0.512783], [-1.917900, -3.427801, 0.960975], [-0.179072, -3.749981, 0.677015], [-1.514975, -5.544451, 0.180923], [-9.928145, -0.700838, -5.952641], [-9.223986, 0.241162, -5.164651], [-9.608762, -1.707551, -5.672949], [-11.001141, -0.598317, -5.772868], [-9.707077, -0.531219, -7.009339], [-9.528134, 1.124234, -5.435070], [-7.607878, -3.594444, -1.262866], [-7.721848, -4.629166, -2.222288], [-8.166392, -3.877086, -0.367388], [-6.556109, -3.450931, -1.003377], [-8.022790, -2.669805, -1.671693], [-7.216694, -4.350191, -3.004876], [2.644953, -5.900849, -1.177100], [2.041107, -5.462192, 0.025847], [3.684781, -6.168888, -0.975561], [2.112015, -6.776691, -1.555291], [2.615040, -5.095889, -1.915607], [1.120156, -5.231583, -0.184198], [1.838563, 5.316372, 0.453526], [1.754573, 4.353036, -0.580427], [2.885845, 5.441136, 0.738725], [1.444305, 6.270961, 0.096497], [1.265781, 4.974249, 1.319046], [0.814499, 4.263845, -0.812278], [2.115648, 5.319933, 6.371129], [2.819807, 6.261933, 7.159119], [2.435032, 4.313220, 6.650822], [1.042653, 5.422455, 6.550903], [2.336716, 5.489553, 5.314433], [2.515659, 7.145006, 6.888701]], "forces_ev_per_angstrom": [[-0.399, 0.951, 0.988], [1.859, 0.396, 0.553], [-0.249, -0.828, -0.219], [1.602, -2.089, -0.697], [-0.194, -1.866, -0.597], [-3.630, 2.689, 4.295], [0.059, -0.188, -0.024], [2.728, -3.235, -0.630], [1.350, 4.142, -1.122], [1.299, -1.395, 1.382], [0.700, -0.558, -2.550], [-1.897, -0.578, 0.169], [-0.289, 0.404, -1.871], [-2.159, -0.016, -0.948], [0.560, 2.403, 0.293], [-0.101, 1.772, 1.469], [-0.689, -0.838, -2.451], [-1.608, 1.558, 1.663], [0.270, -1.071, -1.398], [1.402, -0.220, 0.229], [-1.345, -1.136, -0.135], [0.333, -0.355, 1.698], [-0.310, -0.390, 0.210], [0.838, 0.784, 0.309], [-0.019, 0.181, 0.140], [-0.158, -0.210, -0.025], [0.038, -0.292, -0.100], [-0.136, -0.150, -0.521], [-0.148, 0.127, -0.372], [-0.484, 0.311, 0.495], [-0.130, -0.063, 0.143], [0.265, -0.101, -0.196], [0.124, -0.330, -0.014], [0.540, -0.092, 0.185], [0.235, 0.140, 0.275], [-0.004, 0.443, -0.631], [0.058, 0.184, -0.068], [0.117, -0.177, 0.181], [-0.069, -0.323, -0.012], [-0.353, -0.261, 0.330], [-0.034, -0.092, 0.287], [-0.644, 0.012, 0.113], [-0.166, -0.021, 0.075], [0.234, -0.102, -0.166], [0.242, -0.034, -0.015], [0.151, 0.223, -0.345], [-0.149, -0.015, -0.140], [0.806, 0.183, -0.343], [0.211, -0.031, -0.179], [-0.267, -0.033, -0.039], [-0.268, 0.113, 0.011], [-0.310, -0.015, 0.480], [0.064, 0.069, 0.233], [-0.096, -0.742, -0.015], [-0.051, -0.175, 0.082], [0.135, 0.265, 0.037], [0.005, 0.240, 0.088], [-0.022, 0.363, -0.451], [0.233, -0.037, 0.068], [0.100, 0.534, -0.515], [0.058, 0.174, -0.067], [0.059, -0.147, 0.202], [0.040, -0.230, 0.101], [-0.481, -0.259, 0.185], [-0.048, 0.018, 0.267], [0.187, -0.642, 0.074], [-0.022, -0.191, 0.051], [0.139, 0.242, 0.036], [0.018, 0.335, 0.146], [-0.097, 0.307, -0.405], [-0.155, 0.091, -0.132], [0.062, 0.633, 0.086], [-0.001, 0.210, 0.022], [-0.037, -0.224, -0.154], [-0.141, -0.218, -0.075], [0.205, -0.483, 0.238], [0.190, 0.025, -0.071], [0.210, -0.199, -0.502], [0.054, -0.018, -0.206], [-0.061, 0.179, 0.213], [-0.022, 0.170, 0.196], [-0.280, -0.198, 0.319], [-0.176, -0.064, -0.038], [-0.408, 0.352, 0.226], [-0.190, 0.056, 0.062], [0.191, 0.007, -0.211], [0.118, -0.115, -0.238], [0.399, -0.173, 0.107], [-0.117, 0.366, 0.349], [-0.397, -0.606, -0.720], [-0.208, -0.120, -0.103], [0.086, 0.055, 0.175], [0.156, 0.161, 0.079], [0.472, 0.125, 0.121], [-0.107, 0.150, -0.063], [0.065, 0.538, 0.049], [0.002, 0.191, -0.014], [-0.072, -0.211, -0.146], [-0.124, -0.237, -0.108], [0.252, -0.479, 0.260]]}